A single C10H14O3 molecule, computed with the ωB97M-V functional and the def2-TZVPD basis.

The geometry in XYZ format:
```
27
Properties=species:S:1:pos:R:3:forces:R:3:mulliken_charge:R:1
C -1.1414 0.0861 0.0086 -0.29 -0.01 -0.02 0.729
H -1.2497 -2.2185 -1.6011 0.05 -0.10 -0.06 0.279
C -1.4478 1.3906 0.3713 0.36 -0.04 0.00 -0.597
H 1.1127 0.7589 1.2893 0.00 0.02 -0.07 0.430
H -0.6655 2.0980 0.5977 0.09 0.04 0.02 0.375
C 3.7160 0.4851 0.0396 -0.12 -0.33 0.42 -0.584
H -4.2816 -1.0805 -0.4340 -0.05 -0.09 -0.03 0.336
H 4.6225 -0.1386 0.0723 -0.14 0.04 0.07 0.339
O 2.5688 -1.2512 1.2797 0.07 -0.15 0.27 -0.566
H -2.7173 -2.8227 -0.8108 -0.04 -0.04 -0.02 0.390
H -2.9942 2.8178 0.7262 -0.01 0.08 0.02 0.367
C -1.8229 -2.2204 -0.6750 0.04 0.07 0.03 -1.263
C 1.2077 0.4071 0.2541 0.58 -0.03 -0.03 -0.902
C -3.7917 0.9172 0.1544 -0.10 0.15 0.04 -0.657
H 1.2857 1.2621 -0.4293 -0.05 -0.06 0.11 0.534
C -3.4852 -0.3856 -0.2084 0.12 0.04 0.01 -0.528
C -2.7706 1.7998 0.4427 -0.15 -0.01 -0.01 -0.624
C 2.4832 -0.4278 0.1404 -0.10 0.56 -0.41 0.164
H 3.2390 -1.9280 1.1381 -0.06 0.04 -0.02 0.350
H -1.1962 -2.6715 0.0924 0.05 -0.12 -0.01 0.286
O 0.1223 -0.4157 -0.0966 -0.31 -0.16 -0.02 -0.341
C -2.1749 -0.8184 -0.2866 0.19 -0.04 0.00 0.768
H 3.7305 1.1606 0.9064 0.02 -0.10 -0.01 0.296
H 2.4110 -1.0260 -0.7781 0.01 0.08 0.06 0.250
H -4.8216 1.2360 0.2106 -0.08 0.03 0.01 0.369
H 4.4145 1.7816 -1.2362 -0.11 -0.07 0.00 0.313
O 3.6469 1.2041 -1.1679 0.03 0.22 -0.35 -0.513
```
Forces are in eV/Å.

Values from the calculation:
net charge	0
HOMO-LUMO gap	8.919	eV
E_LUMO	0.6895	eV
structure (SMILES)	Cc1ccccc1OC[C@H](O)CO

A single C10H14O4 molecule, computed with the ωB97M-V functional and the def2-TZVPD basis.

The geometry in XYZ format:
```
28
Properties=species:S:1:pos:R:3:forces:R:3:mulliken_charge:R:1
C 1.0881 -0.4322 -0.2098 -1.69 4.03 3.61 0.079
H 0.8364 2.0465 -1.7025 1.33 -0.30 0.42 0.317
C -1.0564 -0.2358 1.1486 -1.39 -2.62 1.77 -0.480
H -1.1491 0.6873 -0.7816 -2.92 0.67 0.83 0.469
H 0.9352 -2.3003 -0.6115 -1.50 -2.08 -0.53 0.490
H 3.8111 1.2951 0.5784 0.84 0.45 -0.10 0.461
H -1.2450 -1.2043 1.8470 1.31 1.33 -1.96 0.261
C 3.2358 0.4572 0.2722 -2.99 0.62 -0.49 -0.692
C -2.4873 0.1406 0.7786 0.98 0.65 -5.93 0.136
C -3.4264 -0.9624 0.0963 2.13 -2.69 2.29 -0.494
O -4.5815 -0.5557 -0.5816 1.46 1.41 -4.09 -0.527
O 1.1992 1.8434 0.5267 0.98 -0.12 -0.22 -0.448
O -2.0797 1.0910 -0.5201 -0.82 -1.19 1.81 -0.829
H -3.8963 -1.6807 1.0423 1.54 1.83 -2.60 0.221
C 3.6947 -0.7415 -0.2116 2.41 -1.50 2.73 -0.439
H -3.0782 0.6026 1.5187 -0.11 1.40 0.77 0.510
C 1.7906 0.6657 0.3094 2.39 -2.01 -2.03 0.673
C 0.6830 2.4576 -0.7014 -0.97 1.83 1.86 -0.809
H 3.5833 -2.7576 -0.4640 -1.34 -0.72 0.14 0.337
O -0.3258 -0.3500 -0.0952 0.84 -1.70 -0.02 -0.364
H -0.3763 2.2262 -0.5350 -0.08 1.63 -0.37 0.463
H -0.6315 0.4817 1.8260 0.38 0.57 -0.07 0.365
H -4.3556 -0.2220 -1.6211 -0.51 -1.25 4.59 0.359
C 1.6718 -1.6044 -0.4301 -3.77 -2.76 -0.22 -0.212
H -2.5880 -1.5930 -0.4995 -2.45 0.97 0.84 0.218
C 2.9080 -1.9388 -0.2246 5.88 2.55 -1.87 -0.648
H 1.0516 3.5459 -0.5271 -1.19 -1.77 -1.04 0.268
H 4.7884 -0.9623 -0.2274 -0.75 0.77 -0.10 0.314
```
Forces are in eV/Å.

Values from the calculation:
net charge	0
HOMO-LUMO gap	9.660	eV
E_LUMO	0.6540	eV
structure (SMILES)	COc1ccccc1OC[C@@H](O)CO

A single C10H14SSi molecule, computed with the ωB97M-V functional and the def2-TZVPD basis.

The geometry in XYZ format:
```
26
Properties=species:S:1:pos:R:3:forces:R:3:mulliken_charge:R:1
H 1.4957 -0.9409 -1.9038 -0.41 -0.70 -0.20 0.374
C -1.1362 3.4939 -0.0428 0.24 0.16 3.34 -1.351
H -0.3410 4.2591 0.2127 -1.23 -0.76 0.30 0.302
H 2.9963 -0.1081 -1.6375 -1.37 0.21 0.83 0.327
C -0.5632 2.1052 0.1090 0.31 1.72 -0.51 1.063
H -1.5101 3.7983 -0.9585 -0.62 -0.06 -2.22 0.389
H 2.2878 -0.0238 2.6907 -0.57 0.59 2.79 0.371
C 2.4734 -0.4209 1.7751 0.83 -1.61 -5.09 -1.035
C -2.4449 -1.3296 -0.7397 -2.29 0.74 -0.82 -0.573
H 2.6953 -1.5146 1.6252 -0.26 0.93 0.99 0.285
H 1.4077 2.5761 0.6599 0.07 0.39 0.41 0.362
Si 1.2087 -0.0146 0.4016 -0.08 0.48 -0.15 0.135
C -1.2902 -1.8999 -0.2101 0.81 1.64 1.29 1.625
C -1.3136 1.0437 -0.2881 0.24 -5.12 0.35 -0.309
H -3.3171 -1.9285 -1.1447 1.12 0.82 0.65 0.312
C 0.6659 1.7995 0.5565 1.23 -0.58 0.01 -0.622
C -1.2668 -3.3694 0.1710 0.80 1.38 -0.75 -1.452
C 1.8755 -0.0840 -1.3902 2.08 -0.05 -0.01 -1.134
H -2.2477 -3.7423 0.4176 -0.01 0.04 1.18 0.391
H -1.0421 -3.9179 -0.6953 0.64 -0.90 -1.39 0.363
H 3.3558 0.0676 1.3102 -0.16 -0.04 0.55 0.296
C -0.2790 -1.0767 0.2316 -1.90 1.91 -0.82 -0.853
S -2.7458 0.4013 -0.6815 -0.12 -1.47 -0.56 -0.249
H -2.0704 3.4476 0.6442 1.63 0.85 -0.71 0.284
H -0.3749 -3.3925 0.7986 -0.77 -1.03 0.69 0.353
H 1.4809 0.7713 -1.9117 -0.22 0.46 -0.18 0.346
```
Forces are in eV/Å.

Values from the calculation:
net charge	0
HOMO-LUMO gap (spin up / spin down)	7.100 / 6.499	eV
E_LUMO (spin up / spin down)	-0.1493 / -0.4185	eV

A single C10H14Si molecule, computed with the ωB97M-V functional and the def2-TZVPD basis.

The geometry in XYZ format:
```
25
Properties=species:S:1:pos:R:3:forces:R:3:mulliken_charge:R:1
C -3.7124 -0.6217 0.1329 -0.10 0.01 0.03 -0.491
H -0.5822 2.9679 -1.1313 -0.19 0.05 -0.06 0.339
H 0.9058 -0.4248 2.5067 -0.07 0.17 0.14 0.303
C -1.2250 0.5518 -0.1397 2.97 1.03 -0.32 0.434
Si 1.7602 0.2190 0.2481 -0.32 -0.65 -0.28 0.264
H 2.7168 -0.0265 -2.0527 0.02 0.17 -0.11 0.296
H 2.0900 -1.5899 1.9510 0.17 -0.06 0.01 0.342
H 0.4490 -1.6339 1.3280 -0.12 -0.07 -0.13 0.324
C 0.3011 2.4290 -0.8220 0.19 0.10 -0.03 -0.875
H 1.2402 2.9386 -0.9657 0.24 0.15 0.01 0.294
H -4.6852 -1.0785 0.2388 -0.08 -0.03 0.02 0.374
H 1.7815 -1.4508 -1.6411 -0.11 -0.06 0.01 0.328
C 0.2499 1.2090 -0.3103 -2.57 -1.26 0.52 0.080
C -1.4556 -0.7060 -0.6697 -0.13 -0.06 0.00 -0.219
H -2.8897 -2.2678 -0.9630 -0.01 -0.02 -0.01 0.385
C -2.2277 1.2238 0.5359 -0.01 0.02 0.00 -0.430
H 2.7715 1.1659 0.7532 0.10 0.13 0.01 -0.202
H 3.3969 -1.2405 -0.9841 0.10 -0.06 0.08 0.320
H -4.2637 1.1500 1.1961 -0.01 0.03 0.03 0.381
H -0.6677 -1.2240 -1.1959 0.10 -0.05 -0.06 0.333
C -2.7034 -1.2896 -0.5396 -0.03 -0.17 -0.07 -0.571
C 1.2530 -0.9721 1.6363 0.22 0.33 -0.43 -0.968
C -3.4725 0.6328 0.6705 -0.19 0.01 0.03 -0.469
C 2.4812 -0.7157 -1.2477 -0.19 0.20 0.53 -1.035
H -2.0329 2.1977 0.9592 0.03 0.10 0.04 0.464
```
Forces are in eV/Å.

Values from the calculation:
net charge	0
HOMO-LUMO gap	10.001	eV
E_LUMO	0.9578	eV
structure (SMILES)	C=C(c1ccccc1)[SiH](C)C

A single C10H14Si molecule, computed with the ωB97M-V functional and the def2-TZVPD basis.

The geometry in XYZ format:
```
25
Properties=species:S:1:pos:R:3:forces:R:3:mulliken_charge:R:1
H 1.7864 0.8395 -3.6219 0.08 0.18 -0.53 0.333
C -2.4035 0.3354 2.2275 -0.69 0.36 -0.33 -0.447
H 1.3004 -1.4622 -2.1807 0.00 -1.10 -0.80 0.435
C -3.0554 1.0659 -0.0226 0.48 1.06 0.22 -0.519
C 2.1140 0.5493 -2.6416 -2.24 -1.41 1.08 -1.077
H 1.3131 -2.1682 1.7980 -2.18 -1.46 3.48 0.330
C -0.8668 0.1293 0.4396 1.37 1.79 -2.76 0.580
H 2.9536 -0.1059 -2.7005 1.24 0.50 -0.01 0.324
H 3.2282 -0.0321 0.6623 0.13 -0.08 0.26 0.388
H 0.0801 -0.2120 -2.3979 -2.03 0.02 -1.04 0.335
C 2.2568 -0.2752 1.0798 -1.49 -0.68 0.54 -0.478
C 1.0157 -0.4558 -2.0336 2.40 1.84 1.06 -0.610
H -0.5756 -0.6732 2.4136 0.41 0.72 -0.20 0.181
C 1.8364 -1.8524 1.0227 0.73 5.38 -4.60 -0.950
Si 0.8238 -0.3900 -0.1882 1.68 -1.94 2.75 0.079
C -1.7124 0.8590 -0.4983 -2.44 -0.99 3.42 -0.426
H -3.8725 1.5574 -0.6624 1.47 -0.88 0.87 0.254
H 2.0321 0.2251 2.0827 0.44 -0.58 -1.52 0.227
H -1.4649 1.2625 -1.4582 0.47 -0.46 -0.46 0.400
C -1.1339 0.0240 1.7786 -1.16 -1.74 0.24 -0.336
H 2.1586 1.4231 -1.9939 0.69 -0.06 -0.16 0.330
H -2.7005 0.0848 3.2239 -0.03 0.07 0.56 0.372
C -3.3632 0.8275 1.3593 2.22 -0.40 -2.29 -0.478
H -4.3356 0.9348 1.6815 -1.99 0.42 0.67 0.438
H 2.5849 -2.4905 0.6304 0.44 -0.57 -0.44 0.318
```
Forces are in eV/Å.

Values from the calculation:
net charge	0
HOMO-LUMO gap	8.465	eV
E_LUMO	0.8295	eV
structure (SMILES)	CC[Si]1(c2ccccc2)CC1

A molecular structure, C10H15AgBN2O5, computed with the ωB97M-V functional and the def2-TZVPD basis.

The geometry in XYZ format:
```
34
Properties=species:S:1:pos:R:3:forces:R:3:mulliken_charge:R:1
C -1.8587 -0.6763 1.1630 -0.13 0.02 0.16 -1.510
N -4.1000 -1.2793 -1.9103 0.02 0.09 -0.04 -0.457
O -0.6439 -1.4407 1.1272 0.28 0.41 0.10 -0.073
B 1.3915 1.4512 -0.8730 -0.03 0.47 -0.13 0.273
Ag 0.9923 -0.0470 2.4971 -0.88 -0.73 0.70 0.333
H -0.3856 -0.2818 -1.1955 -0.19 -0.33 0.16 0.222
C -3.7544 -0.4656 -1.1740 0.05 0.02 0.16 0.596
C 3.6545 0.7194 0.2560 -0.09 -0.30 0.19 -1.437
H 3.9183 1.5705 0.8763 0.03 0.21 -0.12 0.374
H -2.7284 -1.3263 1.1539 0.01 -0.18 -0.18 0.359
H -1.8396 -0.1873 2.1364 -0.06 -0.08 0.14 0.436
O 2.0795 1.9248 -1.9539 -0.80 -0.43 -0.33 -0.542
C 2.1339 0.5320 0.1704 0.65 -0.23 -0.11 0.206
H -0.5757 3.1824 0.8438 0.61 0.01 0.33 0.344
H 4.0739 0.8540 -0.7350 0.08 0.10 -0.06 0.352
O -2.7279 2.3471 1.4187 0.19 -0.12 0.25 -0.542
C -0.1344 1.8437 -0.7114 -0.14 -0.51 0.53 0.248
C -0.6407 -2.4990 0.2268 -0.39 -0.16 -0.20 0.745
H 1.6989 0.7587 1.1704 0.34 0.86 -0.74 0.332
O -1.5881 -2.6962 -0.4646 0.11 0.06 0.05 -0.430
C -2.0279 0.4304 0.0932 0.05 0.45 0.37 2.554
H 1.0188 -3.3252 1.2734 0.05 -0.11 0.06 0.312
N -0.5273 2.1762 0.6993 -0.71 0.32 -0.64 -0.282
C -1.8599 1.7619 0.8449 -0.34 0.09 -0.17 -0.560
C 0.6297 -3.2775 0.2593 -0.02 0.22 0.32 -1.120
H -1.5515 0.7131 -1.9818 -0.14 0.10 -0.04 0.384
H 1.9247 -0.5131 -0.0633 -0.18 -0.15 -0.06 0.093
C -1.0311 0.5800 -1.0385 0.88 -0.12 -0.33 -1.548
H 0.4345 -4.2712 -0.1234 0.09 -0.07 -0.10 0.354
O -3.4006 0.4621 -0.3301 -0.09 -0.23 -0.23 -0.521
H -0.4198 2.6380 -1.3956 0.00 0.25 0.07 0.515
H 1.3683 -2.7694 -0.3565 0.09 -0.08 -0.18 0.239
H 4.1243 -0.1556 0.6997 0.09 -0.05 0.02 0.408
H 2.3523 1.2660 -2.6029 0.57 0.22 0.06 0.345
```
Forces are in eV/Å.

Values from the calculation:
net charge	+1
HOMO-LUMO gap	7.788	eV
E_LUMO	-5.7224	eV

What are the DFT total energy values for these records? In order: -16739.0661 -18780.2377 -29303.9737 -18474.5457 -18471.8949 -28498.6732 eV.